ORCA calculation (wB97M-V/def2-TZVPD) on 11 unconnected molecules or ions with the total composition C44H90BClN14O18P2 in a non-equilibrium geometry.

As for the LUMO energy: -0.05 eV. The max |F| comes out at 4.2 eV/Å.

Last column: Mulliken charge in e.
Atoms and positions in Å:
N (2.3116, -1.4105, 4.9280)  -0.34
C (0.9003, -1.6365, 4.6273)  -1.18
N (0.6910, -2.0320, 3.2182)  1.26
C (-0.0551, -1.1675, 2.4263)  -1.22
N (0.2745, 0.0347, 2.0559)  0.95
C (-0.6664, 0.8322, 1.2436)  -1.25
C (-0.4962, 0.6914, -0.2583)  1.11
C (-1.5553, 1.1319, -1.0379)  -0.77
C (-1.5245, 1.0392, -2.4033)  -0.64
C (-0.4237, 0.4894, -3.0353)  -0.21
C (0.6384, 0.0809, -2.2687)  -1.17
C (0.6064, 0.1839, -0.8902)  0.16
P (1.8229, 0.7742, 2.4994)  0.74
O (2.9232, 0.3921, 1.5977)  -0.74
N (-1.2653, -1.7872, 2.0744)  1.01
C (-2.1951, -1.3523, 3.1351)  -1.16
C (-3.6653, -1.3527, 2.6788)  0.33
O (-4.1035, -0.6888, 1.7889)  -0.41
Cl (-4.7340, -2.4307, 3.6368)  -0.19
C (-0.9973, -3.2300, 1.9878)  0.66
B (-0.5119, -3.5723, 0.4920)  0.65
O (-0.0322, -2.5966, -0.3659)  -0.27
O (-0.5677, -4.8794, 0.0088)  -0.72
C (-2.2477, -4.1427, 2.1108)  -0.05
O (-2.3707, -4.9237, 3.0687)  -0.83
O (-3.0716, -3.9501, 1.1936)  -0.74
C (0.0995, -3.3777, 3.0979)  -0.44
P (1.5945, -4.5038, 2.8673)  -0.66
O (2.7718, -3.6815, 2.0182)  -0.35
O (1.1544, -5.9066, 2.1271)  0.03
H (2.8177, -2.2870, 4.8668)  0.28
H (2.4029, -0.9876, 5.8434)  0.21
H (0.3043, -0.7501, 4.8951)  0.34
H (0.5518, -2.4249, 5.3089)  0.30
H (-1.7109, 0.6434, 1.5039)  -0.10
H (-0.4874, 1.8882, 1.4905)  0.70
H (-2.4385, 1.5692, -0.5710)  0.44
H (-2.3897, 1.3748, -2.9653)  0.46
H (-0.3939, 0.3830, -4.1075)  0.31
H (1.5302, -0.3558, -2.7115)  0.39
H (1.4613, -0.1733, -0.3207)  0.27
H (2.1187, 0.5588, 3.8443)  0.18
H (1.5901, 2.1615, 2.3352)  -0.01
H (-2.0482, -1.8728, 4.0940)  0.53
H (-1.9688, -0.2957, 3.3514)  0.74
H (-0.5907, -2.5573, -1.1527)  0.17
H (0.3414, -5.0842, -0.2464)  0.17
H (-0.4363, -3.8092, 3.9557)  0.71
H (3.5214, -4.2666, 1.8636)  0.27
H (1.9016, -6.1343, 1.5365)  0.05
C (-1.9081, 0.1278, -6.3512)  0.10
O (-2.2800, 0.2818, -5.1996)  -0.62
N (-1.9855, 1.0568, -7.3168)  0.20
C (-1.5201, 0.8030, -8.6736)  -0.89
C (-2.5524, 2.3536, -6.9912)  -0.98
H (-1.4636, -0.8202, -6.6978)  0.32
H (-0.7367, 1.5156, -8.9258)  0.35
H (-2.3553, 0.9226, -9.3676)  0.32
H (-1.1262, -0.1994, -8.7611)  0.21
H (-1.9686, 2.8195, -6.1957)  0.28
H (-3.5766, 2.2272, -6.6365)  0.31
H (-2.5469, 2.9935, -7.8703)  0.39
C (-2.7889, 3.7944, 1.7108)  0.04
O (-1.7969, 3.8875, 2.4178)  -0.67
N (-4.0335, 3.5768, 2.1566)  0.20
C (-5.1695, 3.4628, 1.2579)  -1.02
C (-4.2504, 3.4440, 3.5862)  -0.93
H (-2.7285, 3.8743, 0.6127)  0.38
H (-5.9019, 4.2341, 1.5007)  0.39
H (-5.6263, 2.4816, 1.3814)  0.33
H (-4.8601, 3.5812, 0.2218)  0.33
H (-3.9266, 4.3549, 4.0915)  0.32
H (-3.6608, 2.6098, 3.9701)  0.22
H (-5.3042, 3.2690, 3.7882)  0.39
C (2.7805, 3.0892, 5.6732)  0.07
O (2.5817, 2.0650, 5.0263)  -0.65
N (3.5370, 4.1096, 5.2686)  0.20
C (3.7332, 5.3012, 6.0854)  -1.05
C (4.1853, 4.0269, 3.9697)  -0.93
H (2.3337, 3.2448, 6.6666)  0.30
H (3.3746, 6.1737, 5.5430)  0.39
H (4.7959, 5.4199, 6.2981)  0.32
H (3.1924, 5.2198, 7.0206)  0.32
H (3.4310, 3.9091, 3.1904)  0.25
H (4.8448, 3.1585, 3.9435)  0.31
H (4.7623, 4.9291, 3.7842)  0.39
C (2.0454, -8.5212, 0.9599)  0.25
O (2.7882, -7.9000, 1.7130)  -0.72
N (2.4424, -9.2965, -0.0526)  0.23
C (1.4899, -9.9966, -0.8953)  -1.06
C (3.8672, -9.4368, -0.3167)  -0.61
H (0.9489, -8.4768, 1.0684)  0.31
H (1.6774, -11.0703, -0.8353)  0.37
H (1.6168, -9.6656, -1.9257)  0.37
H (0.4693, -9.7933, -0.5748)  0.30
H (4.3584, -9.8523, 0.5660)  0.31
H (4.2878, -8.4569, -0.5237)  -0.02
H (4.0306, -10.0905, -1.1692)  0.39
C (5.2573, -6.3015, -1.3599)  0.31
O (4.9451, -7.2635, -2.0379)  -0.68
N (6.0167, -5.2749, -1.7813)  0.13
C (6.3514, -4.1573, -0.9191)  -0.88
C (6.5157, -5.2901, -3.1460)  -0.95
H (4.9278, -6.1967, -0.3102)  0.10
H (5.9745, -3.2314, -1.3573)  0.36
H (7.4361, -4.0892, -0.8140)  0.34
H (5.9082, -4.2882, 0.0659)  0.25
H (5.6764, -5.3262, -3.8416)  0.30
H (7.1290, -6.1785, -3.3010)  0.29
H (7.1091, -4.3990, -3.3359)  0.39
C (0.6915, -8.0496, -3.7973)  0.37
O (1.2114, -8.9272, -4.4600)  -0.66
N (-0.3344, -7.2767, -4.2000)  0.13
C (-0.9060, -6.2461, -3.3502)  -0.64
C (-0.8844, -7.4841, -5.5276)  -1.00
H (1.0356, -7.8102, -2.7767)  0.13
H (-1.9622, -6.4580, -3.1772)  0.36
H (-0.8108, -5.2747, -3.8402)  0.36
H (-0.3932, -6.2107, -2.3918)  -0.01
H (-1.2493, -8.5083, -5.6166)  0.29
H (-0.1043, -7.3312, -6.2749)  0.30
H (-1.7015, -6.7890, -5.7050)  0.39
C (-7.8862, 0.8909, 0.7719)  0.04
O (-8.0508, 1.9644, 0.2177)  -0.64
N (-8.7002, 0.3700, 1.7077)  0.11
C (-8.4361, -0.9177, 2.3255)  -0.87
C (-9.8764, 1.1212, 2.1088)  -0.95
H (-7.0250, 0.2421, 0.5403)  0.43
H (-9.2711, -1.5937, 2.1307)  0.35
H (-8.3227, -0.7890, 3.4038)  0.32
H (-7.5242, -1.3554, 1.9240)  0.26
H (-10.5159, 1.2906, 1.2415)  0.29
H (-9.5736, 2.0911, 2.5066)  0.29
H (-10.4287, 0.5721, 2.8676)  0.38
C (2.8118, 8.2979, 8.2810)  0.09
O (3.4395, 7.4004, 7.7425)  -0.54
N (1.8133, 8.9873, 7.7078)  0.13
C (1.1063, 10.0466, 8.4035)  -0.91
C (1.4271, 8.6627, 6.3445)  -0.66
H (3.0256, 8.6204, 9.3133)  0.25
H (0.0462, 9.7951, 8.4692)  0.33
H (1.2190, 10.9820, 7.8529)  0.32
H (1.5038, 10.1747, 9.4086)  0.30
H (1.1173, 7.6167, 6.2991)  0.32
H (2.2852, 8.8011, 5.6886)  -0.03
H (0.6117, 9.3017, 6.0164)  0.39
C (1.1835, 12.0793, 3.5992)  0.08
O (0.6323, 11.5441, 4.5439)  -0.55
N (2.2583, 11.5932, 2.9460)  0.13
C (2.8584, 12.2924, 1.8259)  -0.93
C (2.8318, 10.3304, 3.3787)  -0.88
H (0.8302, 13.0401, 3.1901)  0.25
H (2.8242, 11.6575, 0.9383)  0.33
H (3.8987, 12.5290, 2.0579)  0.33
H (2.3221, 13.2166, 1.6211)  0.31
H (2.0740, 9.5486, 3.3062)  0.29
H (3.1439, 10.4173, 4.4201)  0.26
H (3.6871, 10.0714, 2.7596)  0.40
C (-0.7893, -0.9359, -11.4841)  0.21
O (-0.1562, -0.2341, -10.7162)  -0.62
N (-0.2499, -1.7376, -12.4186)  0.12
C (-1.0647, -2.5495, -13.3021)  -0.91
C (1.1974, -1.7891, -12.5442)  -0.94
H (-1.8928, -0.9682, -11.4694)  0.23
H (-0.8156, -3.6033, -13.1630)  0.34
H (-0.8700, -2.2688, -14.3390)  0.34
H (-2.1216, -2.4041, -13.0881)  0.30
H (1.6345, -2.1196, -11.6014)  0.29
H (1.5802, -0.7933, -12.7702)  0.30
H (1.4786, -2.4770, -13.3377)  0.38

Forces on the atoms, in the same order (eV/Å):
N -0.390 0.355 -0.440
C 1.094 0.195 1.079
N -0.891 0.481 0.885
C -0.288 -2.318 0.361
N -0.154 0.535 0.677
C 0.068 0.927 -0.596
C -0.539 0.020 0.460
C -0.524 0.370 0.486
C -0.544 0.175 -0.473
C 0.231 0.047 -0.323
C 0.663 -0.269 -0.006
C 0.851 -0.337 0.513
P 1.709 0.644 -0.581
O -0.146 -0.408 -0.178
N -0.564 1.376 -0.454
C -0.360 0.413 0.263
C -0.497 -0.300 -0.669
O 0.538 -0.397 0.887
Cl 0.470 0.559 -0.240
C 1.672 -0.121 -0.319
B -0.557 -0.312 -0.583
O -0.365 0.166 0.664
O 0.423 0.384 0.622
C -1.549 -0.471 0.796
O 1.017 0.508 0.127
O 0.393 0.653 -0.460
C -0.350 -0.905 -2.662
P 1.301 -1.333 3.776
O -1.429 0.053 -1.334
O 0.042 1.985 -1.170
H 0.018 0.050 0.155
H 0.170 -0.124 -0.007
H 0.351 0.053 -0.297
H -0.455 -0.154 -0.745
H 0.284 -0.262 0.079
H -0.017 -0.253 0.200
H 0.112 -0.194 0.048
H 0.204 -0.111 -0.114
H -0.071 0.045 0.085
H -0.168 0.095 -0.113
H -0.145 0.060 -0.037
H -0.791 -0.368 -0.218
H -0.802 -0.399 0.257
H -0.243 -0.285 -0.389
H -0.261 -0.161 -0.062
H 0.349 -0.022 -0.196
H -0.210 -0.204 -0.355
H 0.456 0.362 0.245
H 0.034 0.002 0.238
H -0.300 -0.732 0.509
C -0.103 -0.068 0.009
O -0.209 0.051 -0.351
N 0.024 -0.045 -0.176
C -0.349 0.404 0.606
C 0.001 -0.186 0.222
H 0.009 0.009 -0.040
H 0.035 -0.110 -0.154
H 0.103 -0.032 -0.116
H 0.015 -0.006 0.151
H -0.083 0.083 -0.004
H 0.007 0.114 0.023
H 0.041 -0.069 -0.035
C 0.089 -0.010 -0.115
O 0.028 -0.090 0.096
N -0.017 0.046 -0.154
C -0.027 -0.071 0.327
C 0.233 0.043 -0.076
H -0.044 0.021 -0.004
H -0.101 -0.069 -0.120
H -0.116 0.054 -0.140
H 0.069 -0.008 0.035
H -0.016 -0.061 0.094
H -0.042 0.030 0.102
H -0.002 -0.006 -0.089
C -0.010 0.033 0.065
O 0.054 0.261 0.233
N 0.031 0.073 0.085
C 0.099 -0.367 -0.464
C -0.133 -0.241 0.066
H 0.003 -0.002 -0.001
H 0.018 0.068 0.122
H -0.046 0.134 0.095
H -0.021 -0.050 -0.034
H 0.091 0.012 -0.073
H 0.008 0.026 -0.113
H -0.037 0.025 0.080
C -0.220 -0.104 0.031
O 0.454 -0.075 -0.431
N -0.173 -0.031 0.092
C 0.324 0.000 -0.042
C -0.015 0.045 0.500
H 0.001 0.036 0.034
H -0.115 -0.017 -0.091
H -0.067 -0.224 -0.070
H 0.045 0.038 0.063
H 0.017 -0.055 -0.053
H 0.039 -0.296 -0.071
H -0.096 0.066 -0.047
C -0.037 0.036 0.013
O 0.175 0.342 -0.260
N -0.020 0.077 0.184
C 0.066 -0.058 -0.317
C -0.142 -0.204 0.044
H 0.024 0.009 0.020
H 0.038 0.066 0.126
H -0.022 0.101 0.095
H -0.015 -0.048 -0.025
H 0.078 -0.012 -0.073
H 0.000 0.034 -0.102
H -0.023 0.016 0.082
C 0.031 0.092 0.050
O -0.077 -0.052 -0.057
N 0.016 0.108 0.157
C -0.038 -0.124 -0.294
C 0.200 -0.163 0.062
H -0.047 0.105 0.003
H 0.004 0.121 0.113
H -0.053 0.057 0.111
H -0.026 -0.044 -0.010
H -0.018 0.028 -0.111
H -0.077 -0.039 -0.073
H 0.018 0.021 0.083
C 0.174 -0.071 -0.154
O -0.101 0.044 0.144
N 0.074 -0.130 0.053
C -0.189 0.192 0.000
C 0.152 0.104 -0.193
H -0.009 -0.033 0.040
H 0.064 -0.092 0.066
H 0.035 -0.137 0.007
H 0.010 0.058 -0.009
H -0.061 0.068 0.073
H -0.116 0.023 0.003
H 0.062 -0.053 -0.011
C 0.040 0.039 0.099
O -0.070 0.274 0.104
N -0.019 0.101 0.166
C -0.010 -0.060 -0.252
C 0.097 -0.245 0.143
H -0.021 0.018 0.001
H -0.016 0.116 0.058
H -0.097 0.042 0.070
H 0.040 -0.062 -0.019
H 0.003 0.016 -0.114
H -0.081 -0.065 -0.090
H 0.080 0.093 0.045
C -0.061 0.072 -0.012
O 0.172 -0.130 -0.010
N -0.056 0.167 -0.073
C 0.062 -0.258 0.138
C -0.277 0.138 0.138
H 0.028 0.005 -0.032
H 0.057 0.107 -0.070
H 0.006 0.065 -0.124
H -0.034 -0.023 0.048
H 0.103 -0.087 0.050
H 0.062 -0.116 -0.023
H -0.025 0.079 -0.038
C -0.019 0.029 -0.022
O 0.271 -0.196 -0.482
N -0.177 -0.056 -0.053
C 0.298 0.035 0.032
C -0.067 0.163 0.185
H -0.006 -0.029 -0.025
H -0.099 -0.029 -0.093
H -0.096 -0.092 -0.036
H 0.026 0.038 0.043
H 0.092 0.018 -0.052
H 0.093 -0.048 0.010
H -0.084 -0.008 -0.004